Record 1
Computed, not measured: C7H12 in the gas phase, with wB97M-V/def2-TZVPD.

Summary:
- F_max (hartree/bohr) = 0.0143
- molar mass (g/mol) = 96.17
- relative energy (zero: lowest compared OMol25 entry of this formula, charge and spin) (kcal/mol) = 86.9
- orbital gap (spin up / spin down) (Ha) = 0.289 / 0.288

The geometry in XYZ format:
```
19
Properties=species:S:1:pos:R:3:mulliken_charge:R:1
C -2.1673 -0.7807 -0.0191 -1.430
C -1.5539 0.6090 0.1060 0.636
C -0.6749 0.8049 1.2560 -1.275
C 1.4915 0.1001 0.0663 -0.189
C 2.5845 -0.9344 0.0070 -1.128
C 0.7134 0.4233 -1.0281 -0.219
C -0.5616 0.9736 -0.9649 -0.653
H -1.3749 -1.5370 0.0088 0.303
H -2.8517 -0.9647 0.8184 0.358
H -2.7200 -0.8979 -0.9577 0.362
H -2.3446 1.3731 0.0787 0.334
H -0.4720 1.8158 1.5952 0.368
H -0.4369 0.0016 1.9439 0.411
H 1.5192 0.7964 0.8932 0.495
H 2.6689 -1.3602 -1.0000 0.356
H 2.3957 -1.7714 0.6906 0.257
H 3.5589 -0.5134 0.2869 0.293
H 1.1135 0.2103 -2.0253 0.346
H -0.8879 1.6515 -1.7562 0.376
```

Record 2
Computed, not measured: a molecular structure, C7H12 at a distorted geometry, with wB97M-V/def2-TZVPD.

Summary:
- F_max (hartree/bohr) = 0.0550
- molar mass (g/mol) = 96.17
- spin multiplicity = 2
- total charge = +1
- relative energy (zero: lowest compared OMol25 entry of this formula, charge and spin) (kcal/mol) = 42.3
- orbital gap (spin up / spin down) (Ha) = 0.312 / 0.313

The geometry in XYZ format:
```
19
Properties=species:S:1:pos:R:3:mulliken_charge:R:1
C 0.8988 1.6060 0.4654 -1.355
C 0.0390 0.6703 -0.4092 0.780
C -0.9104 1.2127 -1.2500 -0.893
C -0.5712 -0.8695 0.6203 -0.095
C 0.4402 -0.7464 -0.3534 0.797
C 0.4987 -1.5625 -1.5957 -1.342
C -0.4201 -0.4716 2.0752 -1.444
H 1.0023 2.5266 -0.1113 0.399
H 1.9016 1.1751 0.5013 0.388
H 0.6688 1.8305 1.5001 0.330
H -0.8432 2.2511 -1.5418 0.320
H -1.6337 0.5578 -1.7189 0.332
H -1.4496 -1.4246 0.3031 0.438
H 0.2189 -0.9862 -2.4748 0.396
H -0.1357 -2.4564 -1.6181 0.378
H 1.5002 -1.9895 -1.7141 0.351
H -0.7676 -1.3272 2.6630 0.425
H -1.0588 0.3761 2.3036 0.390
H 0.6218 -0.3724 2.3554 0.406
```

Record 3
Computed, not measured: a molecular structure, C7H12Br3F6OP at a distorted geometry, with wB97M-V/def2-TZVPD.

Summary:
- F_max (hartree/bohr) = 0.0556
- molar mass (g/mol) = 496.85
- orbital gap (Ha) = 0.327

The geometry in XYZ format:
```
30
Properties=species:S:1:pos:R:3:mulliken_charge:R:1
O 2.0737 1.0169 0.5805 -0.470
C 1.1747 0.1198 -0.1236 -0.113
C 0.4929 0.9520 -1.3029 -0.989
P -1.4149 1.1257 -1.0891 0.372
C -3.3301 1.2112 -0.9745 -0.913
C -3.9651 0.3168 0.1814 -0.700
C -3.9151 -1.2386 -0.0701 0.783
F -4.9154 -1.7040 -0.9437 -0.257
F -4.1820 -1.8589 1.1801 -0.286
F -2.6754 -1.7338 -0.4726 -0.223
C 2.0069 -1.1368 -0.6900 0.603
F 2.6978 -0.8121 -1.8759 -0.259
F 1.1151 -2.1834 -0.9276 -0.232
F 3.0212 -1.4995 0.2238 -0.209
H 1.7346 1.0527 1.4965 0.296
H 0.3841 -0.2930 0.5928 0.401
H 0.9114 2.0100 -1.2351 0.404
H 0.6526 0.5037 -2.3342 0.429
H -1.5647 -0.0232 -1.9482 -0.017
H -1.3326 1.0031 0.3400 -0.070
H -1.3861 2.4239 -1.6951 0.004
H -3.5743 2.3021 -0.7019 0.428
H -3.8167 1.0538 -2.0009 0.386
H -5.0732 0.5989 0.2435 0.343
H -3.5313 0.6207 1.1950 0.320
C 5.5908 -0.8461 2.4523 -0.178
Br 6.6229 -0.7893 0.8136 -0.016
Br 6.6402 -1.5063 3.9425 -0.039
Br 4.7771 0.8678 2.8490 -0.025
H 4.7809 -1.5540 2.2942 0.227
```

Record 4
Computed, not measured: a gas-phase ion, C7H12BrN2 (charge +1) at a distorted geometry, with wB97M-V/def2-TZVPD.

Summary:
- F_max (hartree/bohr) = 0.0943
- molar mass (g/mol) = 204.09
- total charge = +1
- relative energy (zero: lowest compared OMol25 entry of this formula, charge and spin) (kcal/mol) = 103.7
- orbital gap (Ha) = 0.308

The geometry in XYZ format:
```
22
Properties=species:S:1:pos:R:3:mulliken_charge:R:1
C 1.4670 -2.3049 -0.0640 0.061
C -0.7775 -1.9252 -0.6078 -0.188
C 1.9504 -1.0628 -0.0612 0.001
C -0.6002 -0.6267 -1.3152 -0.432
C 0.0149 0.3427 -0.3219 -0.205
C -1.4530 1.6003 1.3320 -1.041
C -0.4851 0.3820 1.1122 -0.848
N 0.1591 -2.7227 -0.2025 -0.455
N 0.8139 1.5189 -0.6393 0.176
Br 3.3953 0.0044 -0.0790 -0.121
H 2.2115 -3.1184 0.0100 0.387
H -1.8157 -2.1622 -0.5710 0.400
H 0.0078 -0.5025 -2.3363 0.275
H -1.6694 -0.2663 -1.6679 0.303
H -2.4665 1.2542 1.0900 0.349
H -1.2836 2.5370 0.7411 0.268
H -1.7001 1.8534 2.4139 0.349
H -1.0983 -0.4682 1.3379 0.449
H 0.3811 0.3711 1.8368 0.357
H 1.8093 1.2487 -0.7787 0.131
H 0.5831 2.0412 0.2267 0.440
H 0.5559 2.0060 -1.4557 0.343
```